(1)
{"formula": "C18H28BClI2O17Si", "method": "ωB97M-V/def2-TZVPD", "orbital_gap_ev": 8.100, "species": ["I", "I", "Cl", "Si", "O", "O", "O", "O", "O", "O", "O", "O", "O", "O", "O", "O", "O", "O", "O", "O", "O", "C", "C", "C", "C", "C", "C", "C", "C", "C", "C", "C", "C", "C", "C", "C", "C", "C", "C", "B", "H", "H", "H", "H", "H", "H", "H", "H", "H", "H", "H", "H", "H", "H", "H", "H", "H", "H", "H", "H", "H", "H", "H", "H", "H", "H", "H", "H"], "coordinates": [[-3.353, -3.569, 1.723], [-2.114, -1.189, -0.227], [0.302, -5.131, 0.732], [0.650, -3.047, 0.450], [3.885, 1.398, -1.666], [3.398, -3.402, 1.579], [-4.370, 5.252, -4.640], [4.142, 1.887, -3.833], [-1.022, 2.740, 1.023], [4.576, -0.939, 3.877], [-6.760, -3.255, -2.807], [-0.761, 3.228, -1.147], [-5.101, -1.853, -2.220], [-2.830, 3.156, -0.249], [2.078, 1.815, -2.938], [-2.900, 6.722, -3.814], [-5.115, -3.984, -1.474], [-4.221, 7.312, -5.538], [2.483, -1.010, 4.711], [2.444, -1.162, 1.795], [4.253, -1.468, 6.020], [3.255, 1.710, -2.825], [0.349, 2.483, 0.715], [-3.539, 4.522, -3.732], [-1.629, -1.838, 3.663], [-1.453, -2.810, 2.440], [-6.113, -5.004, -1.478], [-0.729, -1.973, 1.259], [-3.865, 6.506, -4.741], [5.255, 1.141, -1.976], [-1.651, 3.052, -0.136], [5.867, -0.946, 4.485], [5.449, 1.904, -3.259], [-5.608, -2.925, -2.170], [3.664, -1.128, 4.854], [-2.919, 5.616, -2.909], [-6.923, -4.668, -2.702], [5.630, -1.732, 5.746], [0.545, 3.244, -0.566], [2.337, -2.496, 1.354], [6.260, -1.407, 6.571], [5.761, -2.807, 5.601], [-5.658, -5.991, -1.533], [2.974, -4.195, 1.918], [6.602, -1.410, 3.831], [6.170, 1.433, -3.924], [-3.527, 5.880, -2.040], [0.843, 4.283, -0.395], [0.487, 1.406, 0.588], [-2.039, -2.459, 4.480], [5.905, 1.489, -1.176], [-2.309, -1.005, 3.428], [-0.789, -3.612, 2.806], [-4.127, 3.829, -3.136], [6.169, 0.085, 4.685], [-7.974, -4.930, -2.596], [-1.914, 5.369, -2.574], [-0.612, -1.486, 3.921], [0.998, 2.831, 1.517], [2.361, -1.156, 2.763], [-2.799, 3.958, -4.305], [-6.696, -4.932, -0.556], [5.392, 0.065, -2.102], [-0.263, -1.116, 1.779], [0.709, -2.851, -1.010], [1.269, 2.770, -1.225], [5.746, 2.941, -3.089], [-6.529, -5.137, -3.607]], "mulliken_charge": [0.079, 0.238, -0.332, 0.187, -0.232, -0.493, -0.348, -0.326, -0.348, -0.287, -0.336, -0.307, -0.460, -0.530, -0.555, -0.355, -0.236, -0.522, -0.594, -0.242, -0.344, 0.600, -0.126, -0.265, -1.214, -0.533, -0.318, -0.186, 0.596, -0.303, 0.649, -0.291, -0.327, 0.584, 0.712, 0.027, -0.332, -0.354, 0.373, 0.576, 0.301, 0.271, 0.292, 0.262, 0.286, 0.291, 0.234, 0.265, 0.042, 0.417, 0.286, 0.287, 0.463, 0.278, 0.263, 0.292, 0.082, 0.301, 0.343, 0.265, 0.262, 0.269, 0.282, 0.128, -0.166, -0.335, 0.259, 0.257]}


(2)
{"formula": "C18H28IOP2Ru", "method": "ωB97M-V/def2-TZVPD", "relative_energy_kcal_mol": 0.0, "s2": 6.04, "multiplicity": 5, "orbital_gap_ev": [7.880, 5.142], "charge": 3, "species": ["I", "Ru", "P", "P", "O", "C", "C", "C", "C", "C", "C", "C", "C", "C", "C", "C", "C", "C", "C", "C", "C", "C", "C", "H", "H", "H", "H", "H", "H", "H", "H", "H", "H", "H", "H", "H", "H", "H", "H", "H", "H", "H", "H", "H", "H", "H", "H", "H", "H", "H", "H"], "coordinates": [[-1.828, -1.475, 1.243], [-0.019, -0.209, -0.196], [1.695, -1.117, 1.057], [-1.845, 1.065, -0.853], [0.394, -1.866, -2.695], [2.633, -2.393, 0.177], [2.999, 0.035, 1.602], [1.283, -1.888, 2.670], [1.336, 1.281, -0.877], [-2.247, -3.677, 0.950], [1.525, 2.420, -0.017], [0.884, 2.523, 1.230], [0.247, -1.215, -1.724], [3.058, 3.403, -1.711], [1.899, 4.670, 1.647], [-2.328, 0.654, -2.542], [2.393, 3.485, -0.451], [1.058, 3.632, 2.062], [2.545, 4.591, 0.417], [-1.557, 2.860, -0.900], [2.006, 1.222, -2.086], [2.859, 2.286, -2.501], [-3.441, 1.105, 0.084], [-0.679, 3.085, -1.514], [3.782, -0.517, 2.140], [0.942, -1.110, 3.370], [0.540, 3.669, 3.015], [2.565, 0.796, 2.263], [3.128, -1.938, -0.691], [-3.014, -3.768, 0.185], [-1.378, 3.225, 0.120], [1.951, -3.180, -0.171], [1.883, 0.353, -2.738], [-3.857, 0.095, 0.210], [-4.160, 1.732, -0.466], [3.433, 0.538, 0.730], [-2.444, 3.357, -1.318], [3.390, -2.830, 0.845], [0.487, -2.637, 2.549], [-3.272, 1.544, 1.079], [-1.501, 0.907, -3.218], [-2.614, -4.015, 1.929], [0.226, 1.690, 1.528], [3.712, 4.238, -2.013], [-2.543, -0.419, -2.621], [3.192, 5.413, 0.113], [-1.313, -4.130, 0.656], [2.032, 5.535, 2.306], [3.357, 2.190, -3.469], [2.193, -2.364, 3.073], [-3.220, 1.233, -2.820]], "lowdin_spin": [0.184, 1.730, 0.182, 0.187, 0.088, 0.060, 0.032, 0.025, 0.145, 0.029, 0.027, 0.246, 0.117, 0.160, 0.089, 0.066, 0.014, 0.061, 0.220, 0.033, 0.072, 0.093, 0.022, 0.000, 0.005, 0.001, 0.000, 0.003, 0.000, 0.003, 0.004, 0.000, 0.001, 0.005, 0.003, 0.001, 0.005, 0.013, 0.003, 0.000, 0.000, 0.000, 0.040, 0.004, 0.000, 0.007, 0.001, 0.001, 0.001, 0.003, 0.014]}


(3)
{"formula": "C18H28IrP2Se2Si", "method": "ωB97M-V/def2-TZVPD", "relative_energy_kcal_mol": 27.5, "s2": 0.76, "multiplicity": 2, "orbital_gap_ev": [5.685, 5.531], "charge": 2, "species": ["Ir", "Se", "Se", "P", "P", "Si", "C", "C", "C", "C", "C", "C", "C", "C", "C", "C", "C", "C", "C", "C", "C", "C", "C", "C", "H", "H", "H", "H", "H", "H", "H", "H", "H", "H", "H", "H", "H", "H", "H", "H", "H", "H", "H", "H", "H", "H", "H", "H", "H", "H", "H", "H"], "coordinates": [[-1.304, -0.905, -0.936], [-0.899, 1.338, -0.637], [-1.434, -1.055, 1.389], [-3.414, -1.445, -1.887], [-0.021, 0.630, 1.259], [0.910, -1.618, -1.389], [-0.793, 2.576, 4.716], [2.149, -0.475, -0.388], [2.662, 0.702, 1.871], [1.258, -1.354, -3.193], [0.952, -3.415, -0.920], [-3.814, -3.206, -1.913], [-4.642, -0.640, -0.834], [-0.746, 1.591, 3.742], [0.503, 3.095, 2.299], [4.144, 0.984, -0.871], [-0.090, 1.852, 2.541], [2.685, 0.769, -1.135], [0.443, 4.070, 3.276], [1.728, -0.142, 1.047], [-3.683, -0.822, -3.560], [-0.203, 3.809, 4.480], [4.646, 1.160, 0.351], [3.871, 1.197, 1.584], [0.901, 5.034, 3.103], [-1.292, 2.380, 5.654], [1.032, -0.351, -3.556], [2.132, 1.648, -0.784], [-3.690, -3.644, -0.923], [-4.854, -3.329, -2.225], [4.815, 0.971, -1.721], [0.863, -3.567, 0.155], [-3.532, 0.257, -3.593], [-4.462, 0.434, -0.783], [2.333, -1.527, -3.324], [5.711, 1.319, 0.460], [-0.248, 4.578, 5.240], [4.372, 1.687, 2.413], [1.597, -1.094, 1.577], [0.735, -2.075, -3.821], [0.194, -4.023, -1.415], [-3.000, -1.300, -4.261], [2.523, 0.705, -2.211], [1.926, -3.796, -1.247], [-5.628, -0.818, -1.269], [-1.214, 0.631, 3.929], [3.023, -1.133, -0.245], [2.321, 0.842, 2.891], [-3.169, -3.730, -2.618], [-4.612, -1.053, 0.173], [1.023, 3.300, 1.370], [-4.710, -1.044, -3.858]], "lowdin_spin": [0.479, 0.069, 0.045, 0.131, 0.048, 0.060, 0.001, 0.031, 0.000, 0.010, 0.006, 0.034, 0.006, 0.001, 0.002, 0.003, 0.011, 0.003, 0.000, 0.001, 0.028, 0.001, 0.001, 0.000, 0.000, 0.000, 0.000, 0.002, 0.001, 0.007, 0.000, 0.000, 0.000, 0.000, 0.001, 0.000, 0.000, 0.000, 0.000, 0.000, 0.001, 0.001, 0.000, 0.001, 0.001, 0.000, 0.004, 0.000, 0.001, 0.000, 0.000, 0.006]}


(4)
{"formula": "C18H28N2O2", "method": "ωB97M-V/def2-TZVPD", "relative_energy_kcal_mol": 105.0, "smiles": "CCCCCCCCC#Cc1cccc([C@@H](O)[C@@H](N)CO)n1", "orbital_gap_ev": 9.440, "species": ["O", "O", "N", "N", "C", "C", "C", "C", "C", "C", "C", "C", "C", "C", "C", "C", "C", "C", "C", "C", "C", "C", "H", "H", "H", "H", "H", "H", "H", "H", "H", "H", "H", "H", "H", "H", "H", "H", "H", "H", "H", "H", "H", "H", "H", "H", "H", "H", "H", "H"], "coordinates": [[2.777, -2.022, -6.092], [4.787, -3.801, -2.956], [5.005, -1.647, -4.460], [2.014, -2.081, -1.248], [2.719, -3.109, -1.790], [-0.481, -0.511, 0.631], [4.030, -2.710, -2.500], [-6.302, 3.185, 3.652], [0.385, -3.675, -0.438], [-4.519, 1.781, 4.848], [-1.164, 0.605, 1.301], [0.166, -1.379, 0.086], [-4.909, 3.165, 4.209], [2.836, -2.656, -4.790], [1.120, -4.765, -0.984], [3.723, -1.908, -3.770], [-2.909, 1.194, 2.984], [0.893, -2.398, -0.584], [-4.071, 0.709, 3.859], [-2.149, 0.039, 2.334], [-6.695, 4.590, 3.204], [2.271, -4.444, -1.637], [-6.384, 2.487, 2.832], [-4.875, 0.454, 3.208], [-1.645, 1.240, 0.561], [-6.096, 4.858, 2.326], [5.210, -3.404, -3.755], [3.240, -3.644, -4.921], [2.914, -5.244, -2.003], [-6.477, 5.345, 3.975], [4.651, -2.114, -1.793], [-5.316, 1.387, 5.524], [5.445, -0.832, -4.063], [-6.987, 2.897, 4.457], [-2.880, -0.613, 1.833], [-7.765, 4.604, 2.988], [-0.421, 1.255, 1.804], [-3.700, 2.011, 5.526], [1.841, -2.755, -4.372], [2.107, -2.436, -6.627], [-2.222, 1.784, 3.563], [-0.539, -3.839, 0.108], [0.832, -5.814, -0.863], [3.181, -0.991, -3.512], [-4.179, 3.463, 3.445], [4.803, -1.476, -5.456], [-3.751, -0.174, 4.381], [-4.802, 3.924, 4.996], [-3.320, 1.816, 2.167], [-1.587, -0.522, 3.092]], "mulliken_charge": [-0.565, -0.641, -0.669, -0.432, -0.234, -0.210, 0.253, -0.229, -0.440, -0.933, -0.526, -0.292, -0.559, -0.678, -0.594, -0.278, -0.520, 0.615, -0.804, -0.672, -1.266, -0.231, 0.236, 0.328, 0.351, 0.323, 0.451, 0.339, 0.417, 0.301, 0.359, 0.366, 0.229, 0.277, 0.316, 0.365, 0.350, 0.386, 0.430, 0.315, 0.370, 0.439, 0.402, 0.539, 0.241, 0.248, 0.474, 0.429, 0.289, 0.337]}


(5)
{"formula": "C18H28N2O3S", "method": "ωB97M-V/def2-TZVPD", "relative_energy_kcal_mol": 9.3, "smiles": "CC(C)CNC(=O)CN(C1CCCCC1)S(=O)(=O)c1ccccc1", "orbital_gap_ev": 9.952, "species": ["S", "O", "O", "O", "N", "N", "C", "C", "C", "C", "C", "C", "C", "C", "C", "C", "C", "C", "C", "C", "C", "C", "C", "C", "H", "H", "H", "H", "H", "H", "H", "H", "H", "H", "H", "H", "H", "H", "H", "H", "H", "H", "H", "H", "H", "H", "H", "H", "H", "H", "H", "H"], "coordinates": [[0.321, 0.398, 1.014], [1.624, -2.235, -1.302], [0.019, 1.644, 1.658], [1.697, 0.085, 0.776], [-0.441, 0.426, -0.480], [1.832, -0.117, -2.092], [-0.302, -0.802, -1.229], [-1.713, 1.130, -0.539], [3.692, 2.091, -1.236], [-0.416, -0.946, 1.936], [-0.557, -3.274, 2.430], [5.550, 0.421, -1.504], [-4.201, 1.095, -0.306], [-2.049, -1.715, 3.496], [1.174, -1.127, -1.498], [3.260, -0.149, -2.315], [0.048, -2.233, 1.741], [4.058, 0.609, -1.246], [-2.940, 0.235, -0.346], [-1.604, -3.014, 3.300], [-1.841, 1.915, -1.847], [-1.454, -0.672, 2.807], [-3.105, 2.770, -1.817], [-4.338, 1.898, -1.596], [-0.793, -0.679, -2.198], [0.873, -2.405, 1.067], [-0.209, -4.285, 2.285], [-4.454, 1.213, -2.439], [5.810, -0.635, -1.504], [-0.961, 2.548, -1.974], [-4.144, 1.779, 0.543], [-3.201, 3.319, -2.756], [-1.764, 0.353, 2.942], [-0.753, -1.661, -0.715], [-2.844, -0.337, 0.580], [-3.015, -0.474, -1.174], [4.360, 2.634, -0.571], [1.405, 0.795, -2.034], [3.547, -1.202, -2.315], [-3.026, 3.498, -1.008], [3.461, 0.278, -3.305], [-2.857, -1.516, 4.184], [5.827, 0.844, -2.468], [-5.077, 0.459, -0.168], [6.133, 0.917, -0.732], [-1.889, 1.225, -2.693], [3.795, 0.185, -0.274], [3.778, 2.520, -2.234], [-5.231, 2.524, -1.550], [-2.071, -3.827, 3.836], [2.678, 2.232, -0.868], [-1.659, 1.846, 0.286]], "mulliken_charge": [1.358, -0.701, -0.787, -0.571, 0.287, 0.019, -0.390, -0.328, -1.346, 0.222, -0.665, -1.692, -0.873, -0.621, -0.051, -1.311, -0.377, 1.336, -0.323, -0.496, -0.836, -0.370, -0.880, -0.685, 0.594, 0.410, 0.433, 0.320, 0.411, 0.389, 0.369, 0.409, 0.500, 0.245, 0.190, 0.305, 0.423, 0.299, 0.463, 0.365, 0.324, 0.425, 0.353, 0.363, 0.411, 0.305, 0.042, 0.311, 0.359, 0.394, 0.235, 0.435]}


Quick rundown of E_tot, same order as above: -3351.8536; -1852.0869; -6581.5567; -962.5975; -1436.1345 Eh
Quick rundown of F_max, same order as above: 2.12; 8.51; 1.28; 2.16; 1.02 eV Å⁻¹